Run A
Here is C2H4P2S in the gas phase from the Open Molecules 2025 dataset. Energies are from ωB97M-V/def2-TZVPD.

Calculated values
Kohn-Sham gap ... 7.2 eV
Charge ... 0
E_HOMO ... -8.3 eV
SMILES ... S=P#P1CC1

CARTESIAN COORDINATES (ANGSTROEM)
C  0.64  0.82  0.14
C  0.09  -0.60  -0.17
P  1.78  -0.38  -0.62
P  2.18  -1.50  1.26
S  2.46  -3.22  0.56
H  0.22  1.68  -0.43
H  0.97  0.86  1.23
H  -0.40  -1.37  0.45
H  -0.60  -0.64  -1.02

---

Run B
Here is 2 unconnected molecules or ions with the total composition C2H4P2S from the Open Molecules 2025 dataset. Energies are from ωB97M-V/def2-TZVPD.

Calculated values
Kohn-Sham gap (spin up / spin down) ... 6.3 / 6.3 eV
Charge ... 0
E_HOMO (spin up / spin down) ... -7.6 / -7.6 eV

CARTESIAN COORDINATES (ANGSTROEM)
C  0.49  -0.15  -0.21
C  0.90  -1.54  -0.18
P  -2.55  3.24  1.20
P  -0.65  0.73  -1.04
S  1.00  1.49  0.25
H  1.24  -1.96  0.78
H  1.78  -1.66  -0.93
H  0.00  -2.04  -0.51
H  -2.21  1.88  0.62

---

It comes down to run A, which is 0.1205 hartree more stable than the next structure.

---

Run A
Here is 2 unconnected molecules or ions with the total composition C3H4ClFO from the Open Molecules 2025 dataset. Energies are from ωB97M-V/def2-TZVPD.

Calculated values
Kohn-Sham gap (spin up / spin down) ... 9.2 / 9.2 eV
Charge ... 0
E_HOMO (spin up / spin down) ... -10.4 / -10.4 eV

CARTESIAN COORDINATES (ANGSTROEM)
C  0.79  0.44  -1.05
C  -0.14  0.25  0.00
C  -0.93  -0.82  0.53
O  -0.29  1.41  -0.68
F  0.95  0.68  1.98
Cl  2.43  0.99  -0.82
H  0.65  -0.05  -1.99
H  -1.09  -1.65  -0.08
H  -1.90  -0.18  0.68
H  -0.46  -1.07  1.41

---

Run B
Here is 2 unconnected molecules or ions with the total composition C3H4ClFO from the Open Molecules 2025 dataset. Energies are from ωB97M-V/def2-TZVPD.

Calculated values
Kohn-Sham gap (spin up / spin down) ... 8.8 / 9.2 eV
Charge ... 0
E_HOMO (spin up / spin down) ... -9.2 / -9.3 eV

CARTESIAN COORDINATES (ANGSTROEM)
C  -0.13  -1.59  0.67
C  -0.36  -0.94  -0.60
C  0.38  2.50  -0.02
O  -1.38  -1.55  -0.01
F  0.07  -1.33  -1.79
Cl  0.73  -3.07  0.68
H  -0.22  -1.09  1.55
H  -0.58  2.45  0.56
H  0.18  2.70  -1.14
H  1.31  1.92  0.09

---

It comes down to run A, which is 0.0479 hartree more stable than the next structure.

---

Run A
Here is a molecular structure, C2HBr2NO from the Open Molecules 2025 dataset. Energies are from ωB97M-V/def2-TZVPD.

Calculated values
Kohn-Sham gap ... 8.1 eV
Charge ... 0
E_HOMO ... -9.4 eV

CARTESIAN COORDINATES (ANGSTROEM)
C  1.46  1.09  -0.75
C  -1.59  -0.77  0.90
N  0.73  0.83  0.18
O  1.99  1.40  -1.72
Br  -2.45  -0.35  -0.65
Br  -1.04  -2.62  0.97
H  0.89  0.42  1.08

---

Run B
Here is C2HBr2NO in the gas phase from the Open Molecules 2025 dataset. Energies are from ωB97M-V/def2-TZVPD.

Calculated values
Kohn-Sham gap (spin up / spin down) ... 7.6 / 7.6 eV
Charge ... 0
E_HOMO (spin up / spin down) ... -8.5 / -8.5 eV

CARTESIAN COORDINATES (ANGSTROEM)
C  -0.04  0.59  1.14
C  -2.24  -0.12  1.25
N  -0.80  -0.20  1.72
O  0.89  1.18  0.84
Br  -2.06  1.67  0.27
Br  -2.24  -1.70  0.01
H  -0.62  -1.14  2.19

---

It comes down to run A, which is 0.0192 hartree more stable than the next structure.

---

Run A
Here is a molecular structure, C5H11NO4 from the Open Molecules 2025 dataset. Energies are from ωB97M-V/def2-TZVPD.

Calculated values
Kohn-Sham gap (spin up / spin down) ... 7.4 / 7.4 eV
Charge ... 0
E_HOMO (spin up / spin down) ... -8.9 / -8.9 eV

CARTESIAN COORDINATES (ANGSTROEM)
C  -0.16  1.64  -0.66
C  -1.57  1.36  -0.39
C  0.61  0.28  -1.12
O  1.93  0.60  -1.42
O  0.52  2.25  0.41
O  0.01  -0.48  -1.86
H  2.25  1.23  -0.76
H  0.78  1.53  1.01
H  -0.07  2.26  -1.56
H  -2.17  1.06  -1.25
H  -2.06  1.99  0.35
H  -1.57  0.26  0.28
C  1.44  -1.67  0.43
C  -1.21  -0.86  1.02
O  0.74  -0.44  0.56
N  -1.79  -1.88  0.68
H  -1.55  -2.77  1.09
H  -1.00  -0.42  1.99
H  1.49  -2.15  1.41
H  0.93  -2.31  -0.29
H  2.46  -1.49  0.09

---

Run B
Here is 2 unconnected molecules or ions with the total composition C5H11NO4 from the Open Molecules 2025 dataset. Energies are from ωB97M-V/def2-TZVPD.

Calculated values
Kohn-Sham gap ... 9.1 eV
Charge ... 0
E_HOMO ... -8.5 eV
SMILES ... C/C(O)=[N+](/[O-])O.CC(C)=O

CARTESIAN COORDINATES (ANGSTROEM)
C  2.21  0.02  0.13
C  0.60  -1.01  -1.65
C  -0.60  0.98  1.78
C  1.03  -0.95  -0.15
C  -0.98  0.89  0.28
N  -1.80  -0.02  -0.11
O  -2.26  -0.93  0.95
O  -2.35  -0.16  -1.23
O  0.49  -1.56  0.72
O  -0.46  1.79  -0.52
H  2.59  0.10  1.12
H  2.02  1.06  -0.16
H  3.03  -0.31  -0.55
H  0.47  -2.06  -2.00
H  1.39  -0.65  -2.18
H  -0.41  -0.58  -1.73
H  -0.23  2.09  1.93
H  0.30  0.39  1.97
H  -1.55  0.84  2.42
H  -2.75  -1.58  0.46
H  -0.73  1.66  -1.49

---

Run C
Here is C5H11NO4 in the gas phase from the Open Molecules 2025 dataset. Energies are from ωB97M-V/def2-TZVPD.

Calculated values
Kohn-Sham gap ... 10.3 eV
Charge ... 0
E_HOMO ... -9.7 eV
SMILES ... N[C@@H]1OC[C@H](O)[C@H](O)[C@H]1O

CARTESIAN COORDINATES (ANGSTROEM)
C  1.35  0.75  0.12
C  -0.62  1.21  1.14
C  -1.53  0.61  -0.15
C  -0.67  -0.34  -1.00
C  0.83  -0.48  -0.46
H  2.79  0.67  1.61
H  1.69  -0.71  1.79
H  2.08  1.15  -0.63
H  -0.43  0.32  1.95
H  -1.41  1.75  1.97
H  -2.06  1.59  -0.67
H  -2.61  -1.07  0.19
H  -0.53  0.38  -1.84
H  -1.61  -1.31  -2.22
H  0.75  -1.14  0.37
H  1.22  -2.17  -1.45
N  2.16  0.08  1.18
O  0.44  1.89  0.40
O  -2.38  -0.34  0.67
O  -1.11  -1.55  -1.53
O  1.63  -1.29  -1.44

---

It comes down to run B, which is 0.0303 hartree more stable than the next structure.